C86H176F24N10O22 | ωB97M-V/def2-TZVPD

Results
2S+1 = 1
net charge = +2
gap between HOMO and LUMO = 5.4 eV
electronic energy = -7981.38620 Ha
HOMO = -9.91 eV

Each line ends with the Löwdin charge.
Cartesian coordinates (Å):
C1 0.54 -37.64 -3.97  -0.083
C2 1.08 -36.92 -5.25  -0.234
C3 2.27 -35.96 -5.11  -0.154
C4 2.08 -34.88 -3.98  -0.090
N1 3.15 -33.77 -4.00  -0.258
C5 4.53 -34.28 -3.86  -0.114
C6 5.33 -33.03 -3.46  -0.155
C7 4.44 -32.35 -2.43  -0.096
C8 2.97 -32.94 -2.73  -0.057
C9 3.01 -32.90 -5.26  0.047
H1 -0.42 -38.12 -4.25  0.079
H2 0.35 -36.96 -3.14  0.061
H3 1.18 -38.42 -3.60  0.062
H4 0.29 -36.24 -5.61  0.083
H5 1.26 -37.62 -6.07  0.102
H6 2.35 -35.28 -6.01  0.108
H7 3.22 -36.49 -4.96  0.113
H8 2.11 -35.24 -2.97  0.113
H9 1.10 -34.43 -4.12  0.119
H10 4.79 -34.73 -4.82  0.134
H11 4.48 -35.04 -3.10  0.144
H12 5.53 -32.40 -4.36  0.110
H13 6.29 -33.35 -3.09  0.118
H14 4.44 -31.25 -2.64  0.125
H15 4.72 -32.66 -1.41  0.126
H16 2.23 -32.18 -2.90  0.104
H17 2.56 -33.61 -1.96  0.129
H18 3.28 -33.47 -6.20  0.120
H19 3.68 -32.02 -5.24  0.085
H20 1.98 -32.54 -5.34  0.095
C10 4.16 -25.66 -16.35  -0.112
C11 4.70 -26.72 -15.38  -0.238
C12 3.62 -27.02 -14.25  -0.165
C13 3.19 -25.81 -13.41  -0.082
N2 2.69 -26.30 -12.06  -0.241
C14 2.28 -25.13 -11.27  -0.115
C15 2.29 -25.59 -9.81  -0.112
C16 3.18 -26.84 -9.83  -0.159
C17 3.81 -26.89 -11.19  -0.078
C18 1.64 -27.37 -12.18  0.029
H21 3.74 -24.79 -15.84  0.060
H22 3.29 -26.03 -16.99  0.094
H23 4.98 -25.39 -17.03  0.074
H24 5.65 -26.33 -14.96  0.101
H25 4.89 -27.67 -15.86  0.098
H26 4.05 -27.90 -13.75  0.086
H27 2.72 -27.31 -14.81  0.110
H28 2.33 -25.34 -13.94  0.143
H29 4.04 -25.17 -13.17  0.130
H30 1.26 -24.86 -11.66  0.126
H31 3.00 -24.32 -11.45  0.138
H32 1.24 -25.90 -9.60  0.086
H33 2.61 -24.87 -9.06  0.123
H34 2.60 -27.70 -9.66  0.070
H35 3.95 -26.67 -9.06  0.097
H36 4.09 -27.90 -11.53  0.111
H37 4.58 -26.11 -11.15  0.134
H38 0.99 -27.36 -11.31  0.093
H39 2.18 -28.33 -12.33  0.090
H40 1.02 -27.18 -13.02  0.060
C19 2.09 -35.57 -13.38  -0.078
C20 2.55 -36.94 -13.88  -0.231
C21 2.51 -38.05 -12.81  -0.157
C22 1.07 -38.55 -12.74  -0.133
N3 0.88 -39.80 -11.94  -0.276
C23 1.61 -41.08 -12.41  -0.088
C24 0.79 -41.41 -13.61  -0.157
C25 -0.68 -41.21 -13.18  -0.114
C26 -0.55 -40.24 -11.97  -0.097
C27 1.28 -39.53 -10.50  0.021
H41 2.58 -35.34 -12.38  0.073
H42 1.01 -35.49 -13.32  0.063
H43 2.43 -34.73 -13.99  0.069
H44 3.57 -36.75 -14.19  0.088
H45 2.09 -37.33 -14.83  0.123
H46 2.87 -37.64 -11.88  0.100
H47 3.25 -38.82 -13.14  0.128
H48 0.60 -38.79 -13.72  0.132
H49 0.40 -37.80 -12.35  0.119
H50 1.60 -41.81 -11.57  0.151
H51 2.65 -40.82 -12.65  0.131
H52 0.94 -42.47 -13.87  0.135
H53 1.03 -40.66 -14.41  0.129
H54 -1.18 -42.13 -12.80  0.126
H55 -1.23 -40.92 -14.08  0.118
H56 -0.67 -40.84 -11.08  0.119
H57 -1.21 -39.35 -11.94  0.151
H58 0.75 -38.66 -10.05  0.118
H59 2.34 -39.30 -10.44  0.103
H60 1.06 -40.46 -9.95  0.105
C28 -7.77 -26.64 -6.04  -0.095
C29 -6.63 -27.48 -6.56  -0.278
C30 -7.07 -28.80 -7.00  -0.198
C31 -6.00 -29.71 -7.67  -0.113
N4 -6.54 -30.87 -8.42  -0.244
C32 -5.41 -31.60 -9.17  -0.053
C33 -6.17 -32.34 -10.28  -0.157
C34 -7.41 -31.57 -10.63  -0.141
C35 -7.38 -30.41 -9.66  -0.099
C36 -7.52 -31.72 -7.67  0.029
H61 -8.47 -27.17 -5.38  0.082
H62 -8.42 -26.31 -6.83  0.065
H63 -7.40 -25.76 -5.51  0.090
H64 -5.79 -27.53 -5.89  0.118
H65 -6.26 -26.91 -7.40  0.099
H66 -7.82 -28.72 -7.78  0.116
H67 -7.47 -29.35 -6.13  0.124
H68 -5.25 -30.00 -6.93  0.137
H69 -5.50 -29.14 -8.47  0.125
H70 -4.87 -32.20 -8.46  0.123
H71 -4.88 -30.77 -9.60  0.108
H72 -6.29 -33.34 -9.88  0.112
H73 -5.54 -32.39 -11.16  0.102
H74 -8.32 -32.19 -10.65  0.131
H75 -7.35 -31.20 -11.68  0.136
H76 -8.35 -30.06 -9.27  0.130
H77 -7.05 -29.45 -10.04  0.130
H78 -7.07 -32.18 -6.78  0.107
H79 -7.80 -32.53 -8.36  0.111
H80 -8.33 -31.12 -7.34  0.095
C37 7.51 -28.82 -13.86  0.027
C38 7.67 -29.69 -12.60  -0.563
O1 8.67 -30.25 -12.22  0.040
N5 6.57 -29.73 -11.81  -0.009
H81 7.20 -27.89 -10.76  0.075
H82 5.70 -29.31 -12.24  0.111
C39 6.42 -30.83 -10.83  -0.050
H83 7.59 -29.35 -14.80  0.075
H84 8.33 -28.08 -13.97  0.093
H85 6.51 -28.36 -13.88  0.056
H86 6.99 -31.72 -11.18  0.088
H87 5.35 -31.05 -10.70  0.067
H88 6.83 -30.43 -9.88  0.075
C40 -1.30 -30.49 -9.93  0.026
C41 0.14 -30.15 -9.55  -0.501
O2 0.44 -28.96 -9.26  -0.030
N6 0.95 -31.21 -9.48  0.092
H89 0.64 -29.76 -7.35  -0.020
H90 0.54 -32.13 -9.61  0.119
C42 2.39 -30.92 -9.16  -0.006
H91 -1.34 -31.53 -10.27  0.070
H92 -1.59 -29.89 -10.78  0.075
H93 -1.99 -30.23 -9.12  0.078
H94 2.68 -31.61 -8.38  0.062
H95 2.42 -29.94 -8.70  0.058
H96 3.00 -31.07 -10.00  0.055
C43 -1.38 -24.66 -10.00  -0.002
C44 -1.71 -25.17 -8.68  -0.550
O3 -2.35 -24.56 -7.86  0.070
N7 -1.17 -26.42 -8.31  -0.003
H97 -2.71 -27.61 -9.42  0.035
H98 -0.49 -26.79 -8.90  0.061
C45 -1.00 -26.67 -6.91  -0.073
H99 -0.52 -23.99 -9.93  0.093
H100 -2.27 -24.07 -10.31  0.112
H101 -1.14 -25.43 -10.76  0.082
H102 -0.41 -27.55 -6.74  0.052
H103 -1.97 -26.66 -6.43  0.089
H104 -0.39 -25.91 -6.47  0.086
C46 -2.90 -30.27 -17.23  0.003
C47 -1.98 -31.21 -16.56  -0.534
O4 -2.36 -31.78 -15.48  -0.034
N8 -0.85 -31.52 -17.11  0.042
H105 -2.63 -34.08 -16.29  0.103
H106 -0.53 -31.04 -17.92  0.141
C48 -0.09 -32.68 -16.74  -0.048
H107 -2.97 -29.33 -16.65  0.087
H108 -3.91 -30.70 -17.31  0.094
H109 -2.60 -29.95 -18.25  0.090
H110 -0.44 -33.57 -17.20  0.070
H111 -0.15 -32.83 -15.66  0.074
H112 0.91 -32.38 -17.01  0.084
C49 8.87 -35.63 -11.47  -0.009
C50 7.57 -35.47 -12.17  -0.593
O5 6.60 -35.52 -11.46  0.041
N9 7.53 -35.26 -13.53  0.009
H113 8.48 -32.16 -9.33  0.134
H114 8.45 -35.17 -14.01  0.144
C51 6.36 -34.59 -14.16  -0.074
H115 8.92 -34.76 -10.83  0.060
H116 9.79 -35.61 -12.12  0.089
H117 8.98 -36.56 -10.86  0.102
H118 5.54 -35.29 -14.17  0.047
H119 6.47 -34.17 -15.24  0.119
H120 6.09 -33.77 -13.49  0.070
C52 -1.14 -32.33 -5.32  0.034
C53 -1.97 -33.18 -4.35  -0.450
O6 -1.72 -33.79 -3.40  0.195
N10 -3.32 -33.36 -4.83  0.080
H121 -3.88 -33.69 -4.00  0.204
H122 -3.73 -32.49 -5.18  0.172
C54 -3.41 -34.51 -5.87  0.055
H123 -1.78 -31.65 -5.88  0.087
H124 -0.59 -32.97 -6.05  0.076
H125 -0.51 -31.62 -4.80  0.072
H126 -2.95 -35.38 -5.42  0.114
H127 -2.82 -34.29 -6.73  0.055
H128 -4.46 -34.66 -6.01  0.093
C55 9.12 -33.35 -7.85  -0.295
O7 10.08 -34.36 -7.63  -0.089
O8 9.20 -32.91 -9.25  -0.019
C56 7.77 -33.92 -7.33  -0.556
F1 7.29 -34.87 -8.09  0.171
F2 7.93 -34.33 -6.05  0.150
F3 6.77 -33.00 -7.51  0.096
C57 11.46 -33.94 -7.91  -0.214
C58 12.25 -34.82 -6.96  -0.062
H129 11.72 -34.66 -6.05  0.071
H130 12.11 -35.86 -7.13  0.067
H131 13.31 -34.49 -6.97  0.099
H132 11.68 -32.90 -7.69  0.120
H133 11.62 -34.11 -8.99  0.129
H134 9.23 -32.43 -7.19  0.178
C59 -2.70 -35.71 -15.35  -0.395
O9 -2.52 -34.88 -14.34  -0.080
O10 -2.68 -35.02 -16.56  0.060
C60 -1.57 -36.82 -15.36  -0.548
F4 -1.47 -37.35 -14.10  0.095
F5 -1.94 -37.83 -16.15  0.155
F6 -0.37 -36.37 -15.64  0.185
C61 -3.55 -34.66 -13.39  -0.202
C62 -3.02 -33.39 -12.74  -0.047
H135 -2.06 -33.76 -12.34  0.077
H136 -2.85 -32.60 -13.48  0.064
H137 -3.64 -32.97 -11.96  0.045
H138 -3.63 -35.52 -12.72  0.118
H139 -4.50 -34.49 -13.93  0.136
H140 -3.57 -36.39 -15.16  0.176
C63 7.84 -26.70 -9.38  -0.308
O11 8.74 -27.71 -9.05  -0.078
O12 7.10 -26.95 -10.56  0.021
C64 6.81 -26.51 -8.21  -0.521
F7 5.95 -27.55 -8.09  0.116
F8 7.35 -26.19 -7.03  0.166
F9 6.04 -25.46 -8.56  0.134
C65 9.96 -27.73 -9.79  -0.224
C66 10.80 -28.80 -9.08  -0.046
H141 11.05 -28.50 -8.05  0.086
H142 10.38 -29.81 -9.13  0.070
H143 11.69 -28.90 -9.65  0.061
H144 10.42 -26.70 -9.87  0.141
H145 9.81 -27.99 -10.82  0.102
H146 8.40 -25.73 -9.58  0.186
C67 -0.21 -35.08 -8.19  -0.468
O13 0.96 -34.32 -8.72  -0.133
O14 -0.80 -34.52 -7.14  -0.194
C68 -1.21 -35.39 -9.34  -0.484
F10 -2.17 -36.23 -8.82  0.095
F11 -1.80 -34.27 -9.82  0.124
F12 -0.58 -36.03 -10.39  0.077
C69 1.97 -35.03 -9.56  -0.244
C70 3.16 -34.18 -9.81  -0.066
H147 3.25 -33.39 -9.05  0.045
H148 4.14 -34.69 -9.91  0.090
H149 3.05 -33.61 -10.78  0.091
H150 1.46 -35.31 -10.48  0.082
H151 2.10 -35.97 -9.05  0.099
H152 0.26 -36.08 -8.09  0.124
C71 3.13 -30.82 -13.32  -0.490
O15 3.86 -30.83 -14.53  -0.084
O16 3.67 -30.00 -12.45  -0.166
C72 1.63 -30.59 -13.85  -0.484
F13 1.02 -31.77 -14.14  0.095
F14 0.89 -30.02 -12.87  0.105
F15 1.58 -29.85 -14.99  0.125
C73 3.89 -31.95 -15.29  -0.354
C74 4.73 -31.65 -16.48  -0.073
H153 4.47 -30.72 -17.00  0.087
H154 5.72 -31.46 -16.07  0.070
H155 4.73 -32.50 -17.16  0.077
H156 2.94 -32.40 -15.65  0.111
H157 4.37 -32.83 -14.79  0.099
H158 3.08 -31.91 -13.05  0.137
C75 -1.39 -26.25 -13.46  -0.498
O17 -0.40 -25.07 -13.10  -0.208
O18 -2.59 -26.03 -13.23  -0.089
C76 -1.02 -26.62 -14.97  -0.444
F16 -1.04 -28.06 -15.10  0.017
F17 -2.07 -26.26 -15.75  0.112
F18 0.15 -26.31 -15.54  0.125
C77 -0.96 -23.91 -13.73  -0.288
C78 -0.58 -22.68 -12.97  -0.078
H159 -0.65 -22.84 -11.89  0.044
H160 0.42 -22.37 -13.20  0.065
H161 -1.29 -21.84 -13.14  0.089
H162 -2.00 -24.12 -13.83  0.099
H163 -0.54 -23.73 -14.73  0.116
H164 -0.80 -26.99 -12.72  0.141
C79 -4.11 -27.40 -10.76  -0.326
O19 -5.30 -26.98 -10.17  -0.076
O20 -3.32 -28.16 -9.86  0.030
C80 -4.44 -28.37 -11.85  -0.571
F19 -3.38 -28.97 -12.41  0.169
F20 -5.12 -29.40 -11.23  0.071
F21 -5.20 -27.87 -12.77  0.226
C81 -5.79 -25.61 -10.44  -0.184
C82 -7.21 -25.47 -9.98  -0.068
H165 -7.40 -25.62 -8.93  0.042
H166 -7.53 -24.40 -10.13  0.109
H167 -7.91 -26.06 -10.57  0.079
H168 -5.78 -25.34 -11.48  0.122
H169 -5.15 -24.95 -9.87  0.119
H170 -3.43 -26.61 -11.28  0.183
C83 1.80 -29.15 -5.98  -0.342
O21 3.05 -29.73 -5.95  -0.097
O22 0.83 -29.94 -6.51  0.097
C84 1.42 -28.96 -4.48  -0.599
F22 1.53 -30.14 -3.85  0.137
F23 2.21 -28.06 -3.92  0.198
F24 0.15 -28.64 -4.37  0.178
C85 4.12 -28.93 -6.41  -0.235
C86 5.38 -29.77 -6.26  -0.044
H171 6.24 -29.16 -6.50  0.066
H172 5.52 -30.06 -5.22  0.070
H173 5.31 -30.70 -6.85  0.080
H174 4.21 -27.96 -5.86  0.145
H175 3.85 -28.78 -7.45  0.099
H176 1.87 -28.18 -6.46  0.171